No. 1
Below is a structure of composition C69H53IN3O2P3SnTe, with properties calculated with ωB97M-V with the def2-TZVPD basis set.

Structure (ORCA input):
```
! wB97M-V def2-TZVPD RIJCOSX def2/J DEFGRID3
* xyz 0 1
Sn 0.1677 0.4803 -0.3455
C 3.1333 -1.0183 -0.3627
O 2.2675 -0.7145 0.7415
C 2.6677 -1.0472 1.9811
C 3.6810 -1.9382 2.1790
C 4.1517 -2.2343 3.4654
C 3.5769 -1.5543 4.5556
C 2.5284 -0.7056 4.3885
C 1.8566 -0.4267 3.0787
N -0.0236 0.4632 2.2585
N -1.2001 1.1104 2.7473
C -2.3986 1.0532 2.1747
C -2.7585 0.7224 0.8249
O -1.8865 0.5509 -0.1215
C -4.1239 0.6778 0.4325
C -5.1261 0.9784 1.2915
C -4.8408 1.3975 2.6302
C -5.8792 1.7229 3.5224
C -5.6096 2.1410 4.8017
C -4.2770 2.2796 5.2143
C -3.2477 1.9626 4.3576
C -3.5004 1.4889 3.0575
H 4.1340 -0.6240 -0.1806
H 2.7115 -0.5099 -1.2313
H 3.1748 -2.0872 -0.5608
H 4.1573 -2.4065 1.3270
H 4.9545 -2.9477 3.6034
H 3.9761 -1.6973 5.5533
H 2.1565 -0.1980 5.2587
H -4.3172 0.3925 -0.5971
H -6.1592 0.9347 0.9613
H -6.9043 1.6450 3.1761
H -6.4183 2.3726 5.4849
H -4.0561 2.6299 6.2161
H -2.2173 2.0841 4.6625
Te 1.3685 -2.7030 -3.4538
C 0.7280 -3.7512 -5.1729
C 1.5865 -3.9199 -6.2520
C 1.1289 -4.6005 -7.3720
N -0.0982 -5.1128 -7.4766
C -0.9090 -4.9537 -6.4261
C -0.5469 -4.2877 -5.2641
C -0.6146 -2.0595 -2.8454
P -0.6376 -2.1730 -1.0255
C -2.3642 -2.5361 -0.5168
C -3.3267 -2.9268 -1.4386
C -4.5996 -3.2919 -1.0108
C -4.9136 -3.2765 0.3422
C -3.9521 -2.8954 1.2705
C -2.6858 -2.5282 0.8402
C 0.0390 -3.8160 -0.5620
C 0.9572 -3.9624 0.4709
C 1.4786 -5.2150 0.7850
C 1.0724 -6.3297 0.0689
C 0.1258 -6.1942 -0.9434
C -0.3925 -4.9480 -1.2520
P -0.5975 -0.2459 -3.1574
C -2.3408 0.3433 -3.2449
C -3.4047 -0.4450 -3.6705
C -4.6983 0.0657 -3.6850
C -4.9366 1.3756 -3.2889
C -3.8773 2.1830 -2.8917
C -2.5889 1.6654 -2.8683
C -0.1610 -0.0358 -4.9261
C -0.7042 -0.8686 -5.9021
C -0.3540 -0.7056 -7.2345
C 0.5331 0.2991 -7.6045
C 1.0637 1.1447 -6.6397
C 0.7178 0.9756 -5.3036
H 2.5922 -3.5119 -6.2331
H 1.7744 -4.7287 -8.2363
H -1.9028 -5.3811 -6.5252
H -1.2530 -4.1589 -4.4503
H -3.0656 -2.9441 -2.4921
H -5.3447 -3.6008 -1.7358
H -5.9059 -3.5605 0.6748
H -4.1925 -2.8745 2.3283
H -1.9353 -2.2335 1.5702
H 1.2692 -3.0976 1.0404
H 2.2002 -5.3129 1.5896
H 1.4830 -7.3054 0.3032
H -0.2073 -7.0682 -1.4915
H -1.1317 -4.8441 -2.0386
H -3.2174 -1.4630 -3.9939
H -5.5233 -0.5613 -4.0059
H -5.9474 1.7683 -3.2884
H -4.0570 3.2081 -2.5859
H -1.7616 2.2907 -2.5480
H -1.3863 -1.6583 -5.6098
H -0.7690 -1.3696 -7.9853
H 0.8096 0.4223 -8.6455
H 1.7514 1.9319 -6.9267
H 1.1404 1.6247 -4.5447
I -0.9014 4.0868 1.1914
C 0.7031 5.4424 1.4185
C 0.4228 6.6966 0.9582
C 1.2479 7.7928 1.2814
C 2.2926 7.6134 2.1314
C 2.6243 6.3222 2.6123
C 3.6862 6.1856 3.5353
C 4.0473 4.9616 4.0102
C 3.4214 3.8171 3.4891
C 2.3993 3.8834 2.5687
P 1.9324 2.3402 1.6356
C 3.6477 1.8760 1.1379
C 4.6642 1.2955 1.8983
C 5.9245 1.0900 1.3515
C 6.1979 1.4652 0.0431
C 5.1962 2.0371 -0.7302
C 3.9305 2.2290 -0.1860
C 1.2511 1.0807 2.8955
C 0.3042 -0.8586 2.9483
C -0.3612 -1.0799 4.2787
C -0.3881 -0.1856 5.2680
C 0.2168 1.1496 5.2354
C 0.9230 1.7050 4.2471
C 1.8877 5.1697 2.1871
H -0.4714 6.8644 0.3711
H 1.0017 8.7774 0.9029
H 2.8906 8.4553 2.4638
H 4.1972 7.0846 3.8652
H 4.8437 4.8619 4.7388
H 3.7800 2.8468 3.8075
H 4.4864 0.9890 2.9235
H 6.6960 0.6298 1.9600
H 7.1837 1.3025 -0.3761
H 5.3937 2.3282 -1.7553
H 3.1416 2.6558 -0.7981
H 0.1359 -1.7028 2.2823
H -0.8545 -2.0362 4.4193
H -0.9078 -0.4503 6.1838
H 0.0764 1.7466 6.1326
H 1.2700 2.7115 4.4072
*
```

## Properties
E_LUMO (spin up / spin down) (eV): -0.88 / -0.82
Frontier orbital gap (spin up / spin down) (eV): 5.5 / 5.6
Relative energy (zero: lowest compared OMol25 entry of this formula, charge and spin) (eV): 5.7245

Atomic partial charges in e from the Mulliken method, atoms 1 to 99:
1. Sn 1.685
2. C -1.465
3. O 2.304
4. C -0.294
5. C -0.107
6. C -1.301
7. C -0.749
8. C -0.857
9. C 1.138
10. N 1.124
11. N -0.168
12. C -1.633
13. C 0.642
14. O 0.007
15. C -0.323
16. C -1.213
17. C 1.096
18. C -0.901
19. C -0.577
20. C -0.842
21. C -0.645
22. C 0.849
23. H 0.289
24. H 0.233
25. H 0.403
26. H 0.453
27. H 0.459
28. H 0.475
29. H 0.298
30. H 0.336
31. H 0.419
32. H 0.436
33. H 0.390
34. H 0.431
35. H 0.472
36. Te 0.416
37. C 0.415
38. C -0.555
39. C -0.371
40. N -0.662
41. C -0.510
42. C 0.089
43. C -1.196
44. P 1.581
45. C 1.065
46. C -0.408
47. C -0.676
48. C -0.903
49. C -0.479
50. C -0.393
51. C 0.636
52. C 0.183
53. C -0.824
54. C -0.676
55. C -0.813
56. C -0.766
57. P -0.763
58. C 1.330
59. C -0.304
60. C -0.496
61. C -0.762
62. C -0.596
63. C -0.698
64. C 1.003
65. C -0.444
66. C -0.641
67. C -0.677
68. C -0.617
69. C -0.555
70. H 0.347
71. H 0.366
72. H 0.372
73. H 0.193
74. H 0.015
75. H 0.459
76. H 0.378
77. H 0.466
78. H 0.095
79. H 0.205
80. H 0.504
81. H 0.383
82. H 0.439
83. H 0.335
84. H 0.104
85. H 0.431
86. H 0.402
87. H 0.434
88. H 0.326
89. H 0.339
90. H 0.443
91. H 0.392
92. H 0.421
93. H 0.350
94. I 0.337
95. C 0.057
96. C -0.807
97. C -0.797
98. C -0.929
99. C 0.836

---

No. 2
Below is the molecule C8H11ClSi, with properties calculated with ωB97M-V with the def2-TZVPD basis set.

Structure (ORCA input):
```
! wB97M-V def2-TZVPD RIJCOSX def2/J DEFGRID3
* xyz 0 1
C -0.9178 -2.2255 0.9527
Si -1.3226 -0.6275 0.0857
C -2.7869 0.2103 0.9745
C 0.2370 0.3058 -0.3277
C 1.0963 0.5361 0.6628
C 2.2946 1.1798 0.4006
C 2.6202 1.4292 -0.9043
Cl 4.2149 2.0738 -1.4706
C 1.7467 1.1740 -1.9404
C 0.4983 0.5879 -1.6296
H -1.5854 -3.0744 0.8515
H -0.8483 -2.0250 2.0201
H 0.0057 -2.5989 0.5871
H -1.8626 -1.0031 -1.1921
H -2.8816 1.1934 0.6761
H -3.7402 -0.2509 0.9565
H -2.4922 0.1496 2.0008
H 0.9176 0.0845 1.6359
H 3.1188 1.1985 1.1073
H 1.8848 1.3482 -3.0171
H -0.1972 0.3341 -2.4297
*
```

## Properties
E_LUMO (eV): 0.84
Frontier orbital gap (eV): 10.4
Relative energy (zero: lowest compared OMol25 entry of this formula, charge and spin) (eV): 0.5833
SMILES string: C[SiH](C)c1ccc(Cl)cc1

Partial charges, Mulliken, in e:
1. C -1.112
2. Si 0.388
3. C -1.123
4. C 0.559
5. C -0.261
6. C -0.585
7. C 0.318
8. Cl -0.220
9. C -0.484
10. C -0.564
11. H 0.369
12. H 0.311
13. H 0.361
14. H -0.260
15. H 0.386
16. H 0.347
17. H 0.321
18. H 0.285
19. H 0.329
20. H 0.321
21. H 0.315

---

No. 3
Below is a structure of composition C27H30CrGeN3O2, with properties calculated with ωB97M-V with the def2-TZVPD basis set.

Structure (ORCA input):
```
! wB97M-V def2-TZVPD RIJCOSX def2/J DEFGRID3
* xyz -1 5
Cr -0.1077 -1.3457 0.0048
C 2.7220 -2.3968 -2.9267
O 2.2150 -3.4975 -2.1792
C 1.3240 -2.9116 -1.3498
N 0.9687 -1.6600 -1.5211
C 1.6698 -1.3009 -2.7702
C 2.2399 0.1008 -2.7906
C 2.0553 0.9835 -1.7156
C 2.5625 2.2835 -1.7615
C 3.2567 2.7228 -2.8858
C 3.4411 1.8634 -3.9666
C 2.9340 0.5624 -3.9215
C 0.8060 -3.7410 -0.2450
C 0.9059 -5.0732 0.0591
C 0.1890 -5.5188 1.1941
C -0.6017 -4.6310 1.9616
C -0.6162 -3.3189 1.5648
N 0.0933 -2.9429 0.5216
C -1.3405 -2.1252 2.0501
N -1.2047 -0.9356 1.5133
C -2.0838 -0.1003 2.3553
C -2.9364 -1.1113 3.1205
O -2.2007 -2.3286 3.0716
C -2.9057 0.9141 1.5884
C -2.8281 1.0182 0.1910
C -3.5843 1.9677 -0.4987
C -4.4253 2.8312 0.1988
C -4.5076 2.7486 1.5871
C -3.7515 1.7986 2.2781
H 2.8543 -2.6881 -3.9736
H 3.6997 -2.1203 -2.5147
H 0.9325 -1.3725 -3.5816
H 1.5015 0.6646 -0.8323
H 2.4049 2.9520 -0.9191
H 3.6452 3.7367 -2.9218
H 3.9729 2.2093 -4.8488
H 3.0746 -0.0847 -4.7840
H 1.4914 -5.7511 -0.5487
H 0.2328 -6.5702 1.4731
H -1.1737 -4.9708 2.8156
H -1.4356 0.4482 3.0521
H -3.9181 -1.2848 2.6643
H -3.0858 -0.8101 4.1624
H -2.1660 0.3609 -0.3725
H -3.5069 2.0338 -1.5806
H -5.0089 3.5728 -0.3395
H -5.1557 3.4292 2.1326
H -3.8205 1.7616 3.3628
C -0.3495 1.5995 2.3852
Ge 0.4843 1.8187 0.6432
C 2.3796 1.4088 0.7773
C 0.2615 3.6550 0.0461
C -0.3512 0.6149 -0.6345
H 0.1291 2.2874 3.1120
H -0.2211 0.5519 2.7268
H -1.4309 1.8349 2.3091
H 2.8547 2.0970 1.5062
H 2.8557 1.5354 -0.2166
H 2.5073 0.3614 1.1191
H 0.7393 4.3403 0.7758
H -0.8200 3.8898 -0.0296
H 0.7387 3.7803 -0.9474
H 0.1271 0.7423 -1.6272
H 1.2674 -0.8893 0.8807
*
```

## Properties
E_LUMO (spin up / spin down) (eV): 2.68 / 2.47
Frontier orbital gap (spin up / spin down) (eV): 4.2 / 3.7

Partial charges, Mulliken, in e:
1. Cr -0.137
2. C -0.535
3. O -0.450
4. C 0.024
5. N 0.408
6. C -0.285
7. C -0.744
8. C 1.950
9. C -0.929
10. C -1.486
11. C -0.829
12. C -0.601
13. C -0.205
14. C -0.569
15. C -0.503
16. C -0.423
17. C -0.146
18. N -0.260
19. C -0.074
20. N 0.398
21. C -0.151
22. C -0.555
23. O -0.505
24. C -0.274
25. C 0.012
26. C -0.463
27. C -0.431
28. C -0.699
29. C -0.354
30. H 0.316
31. H 0.374
32. H 0.398
33. H -0.896
34. H 0.946
35. H 0.377
36. H 0.345
37. H 0.368
38. H 0.519
39. H 0.390
40. H 0.518
41. H 0.701
42. H 0.279
43. H 0.378
44. H 0.347
45. H 0.362
46. H 0.364
47. H 0.374
48. H 0.338
49. C -1.342
50. Ge 1.268
51. C -1.700
52. C -1.597
53. C -0.981
54. H 0.398
55. H 0.359
56. H 0.248
57. H 0.465
58. H 0.823
59. H 0.483
60. H 0.320
61. H 0.375
62. H 0.564
63. H 1.419
64. H -0.084

---

| no. | molecular weight (g/mol) |
| --- | --- |
| 1 | 1422.339 |
| 2 | 170.715 |
| 3 | 553.162 |